Here is a structure of composition C2H9NS from the Open Molecules 2025 dataset. Energies are from the ωB97M-V functional and the def2-TZVPD basis.

Atoms and positions in Å:
S 0.10846 1.42858 -1.34959
H 1.35235 1.79245 -0.97576
C -0.91995 -1.82641 0.44080
N 0.21734 -0.89062 0.42825
C 0.32388 -0.12422 1.68257
H -0.93710 -2.41582 -0.47896
H -0.88850 -2.49715 1.29078
H -1.84492 -1.25723 0.49000
H 0.08180 0.03732 -0.52186
H 1.07416 -1.41640 0.28277
H -0.54790 0.53070 1.77178
H 1.21565 0.49343 1.64411
H 0.35101 -0.77332 2.54736

Cartesian forces (eV/Å) of the 3 atoms listed first:
-0.17 1.15 -0.89
-0.03 -0.07 0.01
-0.42 -0.10 -0.50

Summary:
Molecular weight in g mol⁻¹: 79.17
Total charge: +1
Spin multiplicity: 2
Energy relative to the best compared isomer or geometry (same formula, charge and spin) in kcal/mol: 12.46
HOMO level (spin up / spin down) in eV: -15.2 / -15.0